(one)
Molecular formula: C3H5NO
Method: DFT, wB97M-V/def2-TZVPD

Its charge is 0. As for the SMILES: C=NCC=O. Its molar mass is 71.079 g/mol. Its gap between HOMO and LUMO is 9.82 eV.

CARTESIAN COORDINATES (ANGSTROEM)
C: 0.0556 -1.2782 -1.1002
N: -0.6211 -0.5389 -0.3379
C: 0.3330 0.1250 0.5647
C: -0.5752 1.3060 0.7863
O: -1.0954 1.6065 1.8255
H: 0.9085 -1.8595 -0.7476
H: -0.0931 -1.2010 -2.1618
H: 1.1702 0.4731 -0.0623
H: 0.7262 -0.4226 1.4240
H: -0.8085 1.7896 -0.1908

Löwdin charges, unit e, in atom order: C -0.053; N -0.029; C -0.199; C -0.297; O 0.060; H 0.082; H 0.075; H 0.112; H 0.125; H 0.125


(two)
Molecular formula: C3H5NO
Method: DFT, wB97M-V/def2-TZVPD

Its charge is 0. As for the SMILES: C1=CONC1. Its molar mass is 71.079 g/mol. Its gap between HOMO and LUMO is 9.46 eV.

CARTESIAN COORDINATES (ANGSTROEM)
C: 0.4065 -0.3276 -0.8228
C: 1.3238 -0.1957 0.1307
O: 0.8883 0.4378 1.2363
N: -0.5327 0.9722 0.7388
C: -0.9493 -0.0172 -0.2596
H: 0.5952 -0.5370 -1.8569
H: 2.3197 -0.6314 0.1018
H: -0.9871 0.8066 1.6241
H: -1.5897 0.3940 -1.0512
H: -1.4641 -0.9097 0.1630

Löwdin charges, unit e, in atom order: C -0.104; C -0.197; O -0.073; N 0.055; C -0.222; H 0.090; H 0.124; H 0.097; H 0.114; H 0.117


(three)
Molecular formula: C3H5NO
Method: DFT, wB97M-V/def2-TZVPD

Its charge is 0. Its molar mass is 71.079 g/mol. Its gap between HOMO and LUMO (spin up / spin down) is 7.73 / 7.73 eV.

CARTESIAN COORDINATES (ANGSTROEM)
C: 0.4356 -0.1291 0.0046
C: 2.3668 0.4173 -0.0031
C: -1.8684 -0.3328 0.0010
N: 1.4433 -0.8358 0.0032
O: -0.6831 0.4851 0.0166
H: 2.4044 0.9665 -0.9296
H: 2.3935 0.9786 0.9139
H: -1.7914 -1.1245 0.7463
H: -2.0069 -0.7594 -0.9927
H: -2.6938 0.3341 0.2399

Löwdin charges, unit e, in atom order: C -0.269; C -0.024; C -0.014; N -0.005; O -0.006; H 0.010; H 0.009; H 0.102; H 0.100; H 0.097


(four)
Molecular formula: C3H5NO
Method: DFT, wB97M-V/def2-TZVPD

Its charge is 0. As for the SMILES: C=C=N.C=O. Its molar mass is 71.079 g/mol. Its gap between HOMO and LUMO is 9.78 eV.

CARTESIAN COORDINATES (ANGSTROEM)
C: 0.2924 0.8433 -1.4993
C: 0.6089 1.1448 -0.2707
N: 0.8332 1.2858 0.9302
H: -0.6762 1.1251 -1.8873
H: 0.9336 0.1994 -2.0857
H: 0.4339 0.4717 1.4269
C: -0.6037 -1.2657 0.8569
O: -0.7863 -1.2089 -0.3342
H: 0.2957 -1.7482 1.2837
H: -1.3314 -0.8473 1.5795

Löwdin charges, unit e, in atom order: C -0.007; C -0.277; N 0.133; H 0.070; H 0.071; H 0.029; C -0.185; O -0.025; H 0.095; H 0.095


Bottom line: (four), by a margin of 0.077 eV.


(one)
Molecular formula: C6H13N4
Method: DFT, wB97M-V/def2-TZVPD

Its charge is +1. Its molar mass is 141.198 g/mol. Its gap between HOMO and LUMO is 10.45 eV.

CARTESIAN COORDINATES (ANGSTROEM)
C: -1.9342 -1.1576 0.3362
C: -0.4729 -0.3690 1.7984
C: -0.7238 -0.4193 0.4291
C: 2.3809 -0.5980 -0.1364
C: 1.4650 0.6119 -0.3564
C: 0.0674 0.1381 -0.6565
N: -2.3503 -1.5146 1.5237
N: -1.4661 -1.0398 2.3899
N: -0.1208 -0.3728 -1.8690
N: -0.8222 1.9117 -0.7480
H: -2.5026 -1.4319 -0.5288
H: 0.3275 0.0733 2.3555
H: 2.4138 -1.2280 -1.0207
H: 3.3882 -0.2530 0.0764
H: 2.0384 -1.1997 0.7004
H: 1.4768 1.2398 0.5322
H: 1.8454 1.1940 -1.1968
H: -1.5926 -1.2184 3.3764
H: -0.9565 -0.8871 -2.0950
H: 0.4950 -0.1307 -2.6286
H: -1.8003 1.7738 -0.9857
H: -0.7671 2.3738 0.1543
H: -0.3888 2.5036 -1.4508

Löwdin charges, unit e, in atom order: C -0.090; C -0.022; C -0.186; C -0.058; C -0.185; C -0.365; N 0.065; N 0.013; N 0.186; N 0.151; H 0.114; H 0.135; H 0.083; H 0.088; H 0.077; H 0.116; H 0.123; H 0.175; H 0.122; H 0.137; H 0.108; H 0.106; H 0.106


(two)
Molecular formula: C6H13N4
Method: DFT, wB97M-V/def2-TZVPD

Its charge is +1. Its molar mass is 141.198 g/mol. Its gap between HOMO and LUMO is 9.49 eV.

CARTESIAN COORDINATES (ANGSTROEM)
C: -2.8784 -1.4410 0.8787
C: -1.7887 -0.7467 0.6233
C: -1.5292 0.3357 -0.3133
C: 0.8148 0.2782 -0.0644
C: -0.1371 2.3629 -0.2342
C: 3.0918 -0.2123 0.9331
N: -2.3829 0.4896 -1.2190
N: -0.2790 0.9916 -0.1840
N: 1.7485 0.2917 0.7592
N: 0.7707 -1.3691 -0.9980
H: -2.9690 -2.1124 1.7410
H: -3.8195 -1.1639 0.4359
H: -0.8678 -1.0069 1.0720
H: 0.4300 2.6635 -1.1481
H: 0.3606 2.8595 0.6536
H: -1.0966 2.6913 -0.3334
H: 3.0453 -1.2133 0.9737
H: 3.8327 0.1199 0.0633
H: 3.4719 0.2039 1.8920
H: -2.2004 1.1851 -2.0558
H: 0.3549 -1.4613 -1.8878
H: 1.8243 -1.7001 -1.0205
H: 0.2031 -2.0459 -0.5675

Löwdin charges, unit e, in atom order: C 0.082; C -0.142; C -0.404; C -0.188; C -0.028; C -0.066; N 0.201; N -0.089; N 0.105; N 0.201; H 0.087; H 0.075; H 0.078; H 0.125; H 0.136; H 0.066; H 0.026; H 0.148; H 0.103; H 0.138; H 0.095; H 0.176; H 0.075


Bottom line: (one), by a margin of 4.143 eV.